Entry from the Open Molecules 2025 dataset: a structure of composition C23H38N7O5S2Sr in a non-equilibrium geometry (ωB97M-V/def2-TZVPD).

```
76
Properties=species:S:1:pos:R:3:forces:R:3
Sr -1.6369 -1.6161 0.6766 -0.64 -0.20 0.38
O -4.5645 -1.9428 0.3964 0.93 -1.60 -0.41
C -5.3086 -1.7978 1.6170 -2.29 -0.89 -2.28
C -4.9029 -0.5625 2.2945 -2.37 1.28 -0.64
N -3.5693 -0.4575 2.5911 3.49 2.07 -1.08
C -3.1235 -1.2470 3.6720 0.41 -0.11 0.97
C -3.2298 -2.7461 3.3618 -0.60 -0.32 1.46
O -3.8740 -3.3500 4.2454 0.61 -0.49 -1.02
O -2.7051 -3.1893 2.2897 0.02 0.30 0.32
C -3.0606 0.9499 2.5754 -1.56 -0.37 -0.94
C -1.5986 1.2464 2.3140 1.47 -1.48 -0.15
O -1.2421 2.4282 2.3684 -0.45 0.64 -0.07
O -0.7857 0.2685 2.1453 -0.99 0.16 -0.30
H -4.1981 -2.8850 0.3450 -0.86 1.80 0.27
H -5.2429 -2.7351 2.1216 -0.09 -0.33 0.88
H -6.4243 -1.6036 1.3218 1.66 -0.63 0.51
H -5.5906 -0.4073 3.1626 0.22 0.11 -0.22
H -5.1271 0.1899 1.5057 -0.07 -0.05 0.71
H -3.7197 -1.0732 4.5910 0.19 0.03 -0.21
H -2.0882 -0.9662 3.8603 0.18 -0.18 0.15
H -3.1263 1.3961 3.5393 -0.77 0.51 1.21
H -3.7444 1.5246 1.8742 1.14 -0.47 0.80
C 2.8122 -1.7389 -0.7999 -0.16 0.29 -0.64
C 1.6307 -1.9920 0.1033 -0.86 -0.84 -0.67
N 0.6215 -2.7696 -0.1942 0.80 0.44 -0.54
N 0.6876 -3.4639 -1.3891 1.31 1.57 0.92
C -0.4073 -4.0796 -1.7374 0.14 -0.46 0.13
N -0.2681 -4.7957 -2.8701 1.37 0.52 -0.51
S -1.8875 -4.2239 -0.9576 -1.12 0.23 0.68
C 1.6106 -1.4108 1.4737 -0.66 -0.91 0.26
C 1.0096 -2.1351 2.5227 -1.01 -1.28 -1.12
C 1.2512 -1.8105 3.8011 0.98 0.73 1.60
C 2.0367 -0.6887 4.0816 -0.28 1.36 -0.75
C 2.4037 0.1336 3.0012 -1.11 -2.59 -0.50
N 2.2114 -0.2775 1.7086 1.44 1.33 1.06
H 2.5166 -1.8827 -1.8513 -0.09 -0.03 0.42
H 3.6427 -2.4584 -0.6578 -0.31 0.52 0.31
H 3.1300 -0.6830 -0.6920 0.19 -0.67 0.22
H 0.5718 -4.7171 -3.4211 -0.08 -0.05 0.20
H -1.0109 -5.3505 -3.1535 -1.29 -0.90 -0.63
H 0.3168 -2.9793 2.3836 0.68 0.16 -0.49
H 0.9187 -2.4481 4.6119 -0.28 0.13 -0.06
H 2.1770 -0.3405 5.1009 0.24 -0.17 -0.13
H 2.8812 1.0663 3.1381 0.39 0.87 0.09
C 4.1600 2.7419 -0.5184 -0.30 0.69 -0.16
C 3.1729 3.9187 -0.1324 2.22 -0.80 -0.91
C 1.7610 3.6772 -0.5393 -0.45 0.56 -0.46
C 1.1066 2.5706 0.2672 -1.05 0.36 1.07
N -0.2165 2.1634 -0.1678 0.99 0.43 -0.94
C -0.3818 1.3988 -1.2138 -1.69 -1.32 -0.03
S -1.9056 0.5875 -1.4333 0.31 0.42 -0.28
N 0.6335 1.1784 -2.0304 2.13 0.19 -0.66
C 0.7066 0.2323 -3.1218 -1.57 -0.93 -0.11
C 1.8001 0.5425 -4.1279 -0.71 0.58 -0.04
C 1.3194 1.3497 -5.3022 -0.05 0.00 -1.40
C 1.0352 2.7644 -4.9214 0.02 0.29 2.81
H 5.1135 2.8257 0.0562 -0.70 -0.19 -0.54
H 4.3827 2.7235 -1.6196 -0.13 0.21 0.93
H 3.6659 1.7973 -0.2931 0.32 -0.20 0.21
H 3.5319 4.7870 -0.6869 0.03 0.26 0.25
H 3.2892 4.1189 0.9207 -0.15 0.11 0.47
H 1.7869 3.5090 -1.6446 -0.42 -0.01 0.74
H 1.2427 4.6321 -0.3589 -0.28 -0.39 -0.27
H 0.8496 2.8779 1.2896 0.66 0.33 -0.06
H 1.7340 1.6959 0.4052 0.13 -0.28 -0.23
H -1.0132 2.3208 0.4214 0.00 0.10 0.51
H 1.5865 1.4841 -1.7862 -1.06 0.08 0.22
H -0.3071 0.1248 -3.6017 0.97 0.49 0.32
H 0.8612 -0.7689 -2.7172 0.14 -0.10 0.18
H 2.1570 -0.4010 -4.4378 0.66 -1.05 -0.55
H 2.6245 1.1042 -3.7250 0.57 0.02 0.74
H 0.4083 0.8894 -5.6902 -0.03 -0.03 -0.15
H 2.0376 1.3780 -6.1413 -0.02 -0.39 0.35
H 0.2570 2.7579 -4.1274 0.28 0.15 -0.41
H 0.6872 3.4093 -5.6761 -0.30 0.65 -1.21
H 1.9197 3.2304 -4.4178 -0.46 -0.24 -0.54
```
Forces are in eV/Å.

Max |F| = 4.2 eV/Å
Charge = -1
Energy above the lowest of the compared OMol25 structures with the same formula, charge and spin = 5.8 kcal/mol
Kohn-Sham gap = 0.2713 hartree

Atomic partial charges in e from the Löwdin method, atoms 1 to 4: atom 1 (Sr): 1.208, atom 2 (O): -0.145, atom 3 (C): -0.242, atom 4 (C): -0.252